No. 1
{
  "formula": "C50H51Cl2FN9O8Y",
  "method": "ωB97M-V with the def2-TZVPD basis set",
  "symbols": ["H", "H", "C", "H", "H", "H", "C", "H", "C", "C", "Cl", "H", "C", "C", "F", "H", "H", "C", "H", "C", "C", "N", "H", "H", "C", "H", "H", "C", "C", "H", "H", "H", "C", "C", "H", "C", "H", "C", "C", "C", "C", "C", "C", "O", "H", "O", "C", "H", "N", "N", "C", "C", "H", "H", "O", "H", "C", "H", "H", "H", "H", "C", "C", "N", "C", "H", "N", "C", "O", "C", "H", "H", "C", "C", "N", "C", "C", "H", "H", "O", "C", "H", "C", "H", "H", "C", "Y", "C", "N", "C", "H", "C", "C", "C", "Cl", "H", "C", "C", "O", "C", "N", "H", "H", "H", "H", "O", "H", "H", "H", "O", "H", "N", "C", "H", "H", "H", "C", "C", "C", "H", "C", "H"],
  "positions_angstrom": [[3.228062, 0.954294, -5.954643], [-2.227045, -2.614450, 3.774740], [-2.715179, -2.490251, 2.816911], [0.422866, 3.133450, 6.364427], [3.977874, -0.160618, -4.803274], [6.872463, -0.668989, 1.858749], [4.132129, -1.038235, 1.787583], [-4.701497, 0.557037, -1.310313], [5.726407, -0.839024, 5.002197], [-0.380255, 0.672984, 1.927537], [-7.164424, -0.580018, -5.598994], [2.134363, -4.933373, -0.412386], [-2.644264, 4.103494, -0.370186], [1.255775, 2.887583, -4.130738], [5.030591, -1.898673, 1.233621], [1.831313, -1.215606, -6.099774], [5.023456, -2.844961, 4.625404], [-1.981733, -2.542681, 1.649555], [7.793342, -0.406869, 3.334274], [-2.566624, 2.467613, -2.319668], [5.838859, -2.354488, 5.153166], [1.259892, 1.376462, 3.545916], [1.626159, 0.293407, 6.000395], [-4.313310, 5.074503, 3.162855], [3.529455, 0.511063, 3.487906], [0.552885, -1.385527, -4.893161], [-1.355416, 4.855869, -1.920017], [0.626791, -3.479737, -0.870869], [-4.468991, -2.151623, -1.018567], [-5.706428, -1.952530, 1.338764], [-0.910688, -2.717926, 1.689653], [1.866026, 3.768864, -3.923154], [-3.180449, -1.028826, -5.485725], [-4.647931, -2.125264, 1.477300], [2.184017, -1.978732, -4.531671], [-3.833578, -2.214450, 0.356815], [-0.496637, 4.263886, -0.492084], [-4.480498, 2.560859, -0.653581], [1.505231, -4.500082, -1.180192], [-5.534859, -0.836049, -5.051128], [-4.410683, 3.997665, 1.297836], [-0.004804, 1.356531, 3.028974], [-1.384905, 4.795885, -0.832497], [-2.144247, 0.351207, 0.409917], [-5.923014, 5.033404, 2.441415], [0.393235, -0.672258, 0.126147], [7.138847, -2.428936, 3.040932], [2.506843, 1.717043, 6.725613], [7.127780, -2.786913, 4.505347], [5.736913, -0.451159, 3.602891], [1.542970, -4.964970, -2.489955], [-5.040281, 3.031681, 0.525759], [0.558668, -3.101315, 0.141511], [0.656329, -4.715825, -4.449277], [-5.582271, -2.653479, -1.174278], [-2.349419, -1.007320, -6.176955], [4.480645, -0.336863, 2.945823], [-2.745267, 5.337227, 1.382093], [-0.423298, 1.677322, 5.683466], [3.801667, 1.117413, 4.341192], [2.662209, -1.453171, 0.290616], [-2.958382, -1.312714, -4.152993], [-5.321010, -1.103832, -3.705965], [1.480709, 1.883725, -3.085613], [-5.013866, 4.450355, 2.603870], [0.201987, 3.185789, -4.139178], [-0.178566, -2.904922, -1.766134], [6.920671, -0.922502, 2.911317], [-2.626004, 0.865842, 2.552921], [1.745772, 1.370566, 6.035716], [5.841826, -2.665522, 6.195348], [3.518583, 1.469167, -4.281076], [-4.469060, -0.782452, -5.938416], [2.907691, -0.915057, 1.202896], [-3.667589, -1.558180, -1.904748], [-4.079973, -2.249584, 2.728481], [-5.202214, 1.510350, -1.448708], [2.213822, -5.767297, -2.774669], [1.514151, 2.499792, -5.110458], [-2.022580, 1.288042, -2.224298], [-0.139522, -3.355946, -3.023181], [-0.758220, 1.921411, 3.560646], [1.006081, 2.324459, -1.784228], [7.894809, -2.296513, 4.963129], [7.279733, -3.784152, 4.630080], [-3.241773, 3.054853, -1.080437], [-1.552218, -0.726958, -1.489679], [1.607692, -1.191751, -5.032409], [1.926889, 0.124887, -4.518158], [0.699125, -4.389065, -3.419294], [-6.235245, 1.407274, -1.114793], [0.513692, 2.198615, 5.829820], [-3.230632, 4.541301, 0.818347], [3.229501, 0.632608, -4.910050], [-4.710947, -0.435607, -7.623610], [8.095431, -2.726673, 2.615428], [1.541850, 2.123532, 4.749312], [-1.127244, -2.782594, -4.025271], [-2.494909, 3.164356, -3.325100], [-1.872346, 0.637147, 1.606368], [-2.509776, -2.392901, 0.431559], [-5.192850, 1.736405, -2.517000], [-5.983964, 2.607283, 0.860899], [-4.686432, -2.164785, 3.621465], [-5.272881, 3.584314, 3.217212], [0.652621, -0.199429, -2.646626], [1.117878, 1.520736, -1.059614], [4.808020, -0.514320, 5.478726], [2.156957, 2.999566, 4.584093], [-1.305294, -3.403155, -5.077273], [-6.160115, -1.136840, -3.027842], [-1.719787, -1.677263, -3.580962], [2.239452, 0.602646, 2.951893], [6.339887, -2.980826, 2.556495], [1.601501, 3.185865, -1.471227], [6.565045, -0.359119, 5.523320], [1.930940, -0.117297, 1.787239], [-4.034543, -1.331716, -3.239032], [0.592077, -0.071983, 1.181044], [-1.339307, 5.805952, -0.423645], [1.297462, 0.554978, -3.380213], [-0.040680, 2.603566, -1.829898]],
  "atomic_forces_ev_per_a": [[0.00, 0.01, 0.01], [0.01, 0.01, -0.02], [-0.03, -0.04, 0.04], [0.03, 0.00, -0.05], [0.00, 0.00, 0.00], [0.03, 0.04, -0.04], [-0.02, 0.01, 0.05], [0.03, -0.20, -0.05], [0.09, -0.11, -0.28], [-0.12, -0.18, -0.11], [0.00, 0.03, 0.02], [-0.04, 0.02, 0.01], [-0.03, -0.07, 0.03], [-0.02, 0.01, 0.12], [0.07, -0.09, -0.12], [-0.01, 0.00, 0.02], [0.03, -0.11, -0.04], [0.04, -0.09, -0.06], [-0.02, 0.03, -0.01], [0.43, -0.01, -0.18], [-0.11, 0.24, 0.07], [-0.10, -0.05, 0.08], [-0.03, 0.07, -0.06], [-0.03, -0.04, -0.01], [0.04, 0.10, 0.11], [-0.09, -0.01, -0.03], [0.05, -0.02, 0.01], [-0.07, 0.06, 0.02], [0.05, 0.00, -0.28], [0.03, -0.07, -0.04], [0.01, 0.07, -0.01], [0.03, -0.02, -0.02], [0.11, 0.05, 0.01], [-0.06, -0.06, 0.18], [0.00, 0.01, -0.01], [0.02, -0.23, -0.10], [0.10, -0.02, 0.02], [0.00, -0.06, 0.01], [0.04, -0.10, -0.06], [0.09, 0.02, -0.08], [-0.03, 0.06, 0.05], [0.23, 0.07, 0.06], [-0.10, -0.11, -0.07], [-0.24, 0.23, 0.41], [-0.02, -0.02, 0.01], [-0.10, -0.37, -0.37], [0.05, 0.19, -0.20], [-0.06, 0.04, -0.06], [-0.25, 0.07, -0.15], [0.09, -0.04, 0.06], [-0.01, 0.07, 0.00], [0.00, -0.04, -0.02], [0.01, 0.04, -0.04], [-0.05, 0.03, 0.01], [-0.05, 0.20, 0.13], [-0.06, -0.06, -0.01], [-0.02, 0.06, 0.06], [-0.03, -0.06, -0.07], [0.07, -0.01, 0.00], [-0.02, -0.05, 0.00], [0.02, 0.02, 0.10], [-0.16, -0.33, 0.06], [-0.06, 0.06, 0.05], [-0.12, 0.15, 0.00], [0.08, -0.04, -0.08], [-0.01, -0.04, 0.00], [0.28, -0.09, -0.10], [-0.09, 0.03, 0.17], [0.03, 0.06, -0.24], [0.11, -0.13, 0.12], [0.11, -0.07, 0.02], [-0.02, 0.01, 0.00], [-0.06, 0.00, 0.06], [-0.07, -0.13, -0.23], [-0.31, 0.14, 0.12], [-0.01, 0.01, -0.06], [0.09, 0.08, 0.05], [-0.03, 0.01, 0.01], [0.01, -0.02, 0.01], [-0.51, 0.50, 0.07], [-0.11, -0.03, 0.05], [0.01, -0.03, 0.01], [0.17, -0.02, 0.00], [0.16, -0.02, 0.11], [0.03, -0.12, 0.02], [0.05, -0.11, 0.09], [0.73, 0.26, 0.43], [0.03, 0.00, 0.04], [0.03, -0.10, 0.08], [0.17, -0.13, -0.01], [0.01, 0.02, -0.04], [-0.14, 0.00, 0.02], [0.02, 0.01, 0.00], [-0.09, 0.00, -0.03], [0.00, 0.00, 0.01], [0.05, -0.06, 0.10], [0.12, -0.06, -0.07], [-0.27, 0.17, -0.09], [0.05, -0.02, 0.04], [-0.10, 0.14, 0.15], [-0.15, 0.15, 0.14], [-0.01, -0.02, 0.03], [0.05, 0.05, -0.03], [0.02, 0.02, -0.01], [0.00, 0.07, 0.02], [0.11, -0.16, -0.14], [0.04, 0.03, -0.02], [-0.04, 0.05, 0.04], [0.00, 0.05, -0.01], [0.15, -0.02, 0.07], [0.00, -0.06, 0.00], [0.00, -0.23, -0.57], [-0.06, -0.02, 0.01], [-0.03, -0.09, 0.11], [-0.03, 0.01, 0.00], [-0.04, 0.02, 0.01], [0.08, 0.15, 0.18], [0.00, -0.14, -0.15], [-0.13, 0.35, 0.28], [-0.02, 0.00, 0.00], [0.04, 0.16, 0.05], [-0.13, 0.01, 0.04]],
  "e_above_lowest_kcal_mol": 6.89,
  "homo_energy_ev": -5.95,
  "largest_force_ev_per_a": 0.9,
  "lumo_energy_ev": -2.3,
  "e_tot_ev": -111279.9386
}

No. 2
{
  "formula": "C36H42AsCl3NP2PdSi3Te",
  "method": "ωB97M-V with the def2-TZVPD basis set",
  "symbols": ["H", "H", "Cl", "C", "H", "C", "H", "C", "Pd", "H", "Si", "H", "H", "H", "C", "C", "H", "Si", "H", "C", "H", "N", "H", "H", "H", "H", "C", "H", "H", "C", "Cl", "H", "C", "C", "H", "P", "H", "C", "C", "H", "H", "C", "C", "P", "H", "C", "H", "H", "H", "H", "H", "H", "H", "C", "H", "H", "C", "C", "H", "H", "C", "H", "H", "H", "C", "H", "H", "C", "C", "C", "C", "C", "H", "C", "C", "C", "C", "C", "Si", "H", "As", "Cl", "C", "C", "C", "C", "H", "Te", "C", "C"],
  "positions_angstrom": [[1.000699, -0.083953, -1.981856], [4.269131, -1.141333, 1.161376], [-4.167087, 0.306458, -1.118799], [1.884684, -0.612633, 2.473235], [-1.776492, 5.912467, -0.300540], [1.250607, -1.091264, -1.669548], [1.923742, -3.105274, 3.284772], [-1.300298, -0.310504, 6.449037], [-0.468717, 0.536715, 0.785152], [-0.842664, -2.029887, 5.247415], [-2.630860, -0.311041, 0.217547], [-2.199688, 1.757545, -2.783795], [2.756797, 2.659988, 1.940249], [-0.256702, 1.773082, 3.383078], [2.016082, 3.314256, 2.395368], [-2.462711, 2.806213, -2.647595], [4.336598, -4.839811, 5.887617], [-1.911206, 3.486609, -0.983902], [7.207603, -3.332759, 3.367576], [-0.544111, 1.192418, 4.251218], [-2.241548, -2.655791, 2.436226], [5.835356, -4.192016, 4.635424], [2.232415, 5.381719, -0.172052], [-1.600084, -0.902187, 7.305421], [1.709440, 6.262096, 1.269984], [-2.572942, -5.074072, 2.758331], [3.878856, -2.886947, 5.118824], [2.938408, -2.814751, 5.651636], [2.082550, -4.689581, -0.552645], [4.307074, -1.852631, 4.292622], [-2.266333, -2.247967, -0.524602], [2.264268, -2.814526, 1.055644], [0.935742, -3.540603, 3.205053], [4.664844, -4.023265, 5.251422], [-1.048163, 5.674572, -1.900192], [0.128541, -0.926459, 2.628423], [0.822617, -1.939184, -3.586789], [-0.753626, 4.450842, 2.321538], [1.855832, -3.679815, -0.872828], [-1.009871, 2.909108, 5.440893], [6.576975, -0.693568, 0.441553], [-0.135894, -2.721946, 2.861910], [5.534460, -2.017520, 3.661946], [1.791234, 0.060968, 0.853477], [1.590332, -5.529623, 3.668321], [-3.186478, 3.231637, 0.382583], [2.972398, 2.482418, -0.715612], [-1.433698, 3.619303, 2.496781], [5.271588, 2.934238, -1.421811], [-1.338075, 5.268019, 1.891448], [0.618597, 6.104228, -0.117343], [-0.663772, -6.518746, 3.388788], [1.353110, -4.254611, -2.879838], [3.755909, 1.788478, -0.437725], [-2.806105, 5.661251, -1.712651], [7.097549, 1.359220, -0.849563], [1.374983, 5.585477, 0.475129], [1.962725, -2.630855, 0.030223], [2.557609, 4.151864, 2.849260], [1.542027, 2.760418, 3.210467], [1.151977, -2.137925, -2.574144], [5.937006, -1.244060, 3.019265], [-1.681692, 1.566762, 7.414522], [-3.468762, 4.203577, 0.799093], [0.748269, -4.901243, 3.403110], [-1.962926, 3.391647, -3.426272], [-3.543206, 2.897567, -2.784392], [3.455216, 0.652224, 0.303074], [-1.401564, -3.282450, 2.704826], [-0.966188, 1.827120, 5.406055], [6.250059, -3.191918, 3.859510], [-0.516547, -5.454784, 3.246872], [-4.083437, 2.767365, -0.029570], [5.791274, 0.012460, 0.198739], [-1.345679, 1.072844, 6.511042], [5.061547, 2.041428, -0.845670], [-1.587788, -4.645411, 2.895132], [1.448458, -3.435163, -2.177719], [0.707787, 3.991592, 1.224598], [-2.845990, 2.591605, 1.193934], [0.209638, 2.581088, -0.612970], [-3.885815, -0.663489, 1.924893], [1.654067, -1.331852, -0.358237], [-0.487101, -0.199175, 4.183814], [4.491968, -0.237232, 0.608761], [-1.862430, 5.362475, -1.241109], [-0.370071, 4.789961, 3.290953], [3.125438, -0.084617, 4.026415], [6.082330, 1.160946, -0.527438], [-0.874288, -0.948228, 5.288237]],
  "atomic_forces_ev_per_a": [[0.00, 0.03, 0.01], [0.00, -0.02, 0.01], [0.18, -0.11, -0.02], [-0.47, 0.10, 0.08], [0.03, -0.03, -0.05], [-0.02, 0.02, -0.04], [0.02, 0.01, 0.05], [0.00, -0.03, -0.04], [0.72, -0.10, -0.50], [0.00, 0.01, 0.00], [-0.06, 0.35, 0.43], [0.00, 0.00, 0.04], [0.04, 0.00, -0.07], [-0.06, 0.00, -0.03], [0.03, 0.00, 0.13], [0.00, 0.03, -0.06], [0.01, 0.01, -0.01], [-0.15, 0.08, 0.00], [0.00, -0.01, 0.00], [-0.05, -0.04, 0.05], [0.00, -0.01, -0.01], [-0.04, 0.05, 0.00], [-0.03, 0.00, 0.01], [0.00, 0.00, 0.00], [-0.03, 0.00, -0.04], [0.01, 0.01, 0.00], [-0.01, -0.01, 0.00], [0.00, -0.01, -0.01], [0.00, 0.00, 0.00], [-0.01, -0.04, 0.00], [0.00, -0.05, -0.01], [0.02, 0.00, -0.08], [-0.03, -0.02, -0.06], [0.05, 0.01, -0.03], [-0.02, -0.02, 0.01], [0.12, 0.14, -0.01], [0.01, -0.01, 0.01], [0.02, 0.17, 0.08], [-0.02, 0.03, -0.04], [0.00, -0.01, -0.01], [-0.01, 0.01, 0.00], [-0.07, 0.09, 0.07], [0.03, -0.02, -0.04], [0.21, -0.12, -0.32], [0.01, 0.01, 0.00], [-0.20, 0.09, -0.11], [-0.01, -0.05, 0.04], [0.03, -0.05, 0.04], [0.00, -0.01, 0.00], [0.00, -0.05, 0.01], [0.03, -0.05, 0.00], [0.00, 0.01, 0.00], [0.00, 0.01, 0.00], [-0.19, 0.12, 0.02], [0.03, 0.01, 0.03], [-0.02, 0.01, 0.00], [0.11, 0.09, 0.09], [-0.06, -0.02, 0.04], [-0.04, -0.01, -0.01], [0.08, -0.01, -0.05], [-0.03, 0.03, 0.02], [-0.01, 0.01, 0.00], [0.00, -0.01, 0.00], [0.04, -0.05, 0.04], [-0.04, 0.00, -0.01], [-0.01, -0.05, -0.01], [0.02, 0.03, 0.00], [0.03, -0.13, 0.24], [0.03, -0.03, 0.08], [0.00, -0.01, -0.01], [-0.04, 0.00, 0.03], [0.05, 0.00, 0.00], [-0.01, 0.06, 0.01], [-0.03, 0.01, 0.02], [0.01, 0.02, 0.00], [0.00, 0.01, 0.00], [0.00, 0.06, -0.01], [0.02, -0.01, 0.06], [-0.07, -0.18, -0.24], [0.06, -0.05, 0.01], [-0.45, -0.26, 0.43], [0.13, 0.00, -0.10], [0.24, 0.02, 0.09], [-0.06, -0.04, -0.06], [0.01, 0.05, -0.03], [0.03, 0.06, -0.05], [-0.02, 0.02, -0.03], [-0.03, -0.12, -0.16], [-0.03, -0.02, 0.01], [0.03, 0.03, 0.03]],
  "total_charge": -1,
  "e_above_lowest_kcal_mol": 4.52,
  "homo_energy_ev": -4.59,
  "largest_force_ev_per_a": 0.9,
  "lumo_energy_ev": 2.1,
  "e_tot_ev": -190902.6777
}

No. 3
{
  "formula": "BrHO3PS",
  "method": "ωB97M-V with the def2-TZVPD basis set",
  "symbols": ["O", "Br", "P", "O", "O", "H", "S"],
  "positions_angstrom": [[-0.318190, -0.881408, -1.452254], [-1.373831, 1.742495, 1.194081], [-0.411845, -0.187676, 1.418323], [1.908540, -0.793193, -0.172131], [0.924452, 1.229205, -0.901043], [-1.393745, -0.960324, 0.491772], [0.664619, -0.149100, -0.578747]],
  "atomic_forces_ev_per_a": [[2.17, 1.07, 1.03], [-0.78, 1.14, 0.18], [-0.78, -1.92, -2.21], [-0.22, -1.16, -0.53], [-0.56, 0.84, -0.72], [0.92, 0.90, 1.90], [-0.76, -0.87, 0.35]],
  "total_charge": -1,
  "e_above_lowest_kcal_mol": 21.69,
  "smiles": "O=S(=O)([O-])PBr",
  "homo_energy_ev": -4.93,
  "largest_force_ev_per_a": 3.0,
  "lumo_energy_ev": 3.3,
  "e_tot_ev": -96326.9374
}